1.
Computed, not measured: an isolated molecule of C2H4ClFN2 in a non-equilibrium geometry, with wB97M-V/def2-TZVPD.

Structure (XYZ):
```
10
Properties=species:S:1:pos:R:3:forces:R:3
C -0.3797 0.5554 0.6257 -0.206 0.429 -0.067
C 1.0449 -0.0358 0.5362 -0.674 -0.904 0.795
H -0.2577 -0.6085 -1.4741 -1.183 -0.072 0.134
H -1.9440 -0.4222 -1.8226 0.872 -0.389 0.660
H -0.6249 1.2064 1.4481 0.531 0.190 0.267
H 1.0124 -1.1095 0.7777 -0.125 0.297 0.011
N -1.2282 -0.5913 -1.0935 0.103 -0.012 -1.787
N -1.4075 0.3032 -0.0968 1.325 -0.173 0.485
F 1.6820 0.0186 -0.6789 -0.401 0.560 -0.213
Cl 2.1027 0.6838 1.7781 -0.242 0.075 -0.286
```
Forces are in eV/Å.

Gap between HOMO and LUMO (eV): 10.4
Lowest unoccupied orbital energy (eV): 0.79
F_max (Eh/bohr): 0.0348
E (Ha): -748.124962
HOMO (hartree): -0.3524

2.
Computed, not measured: a structure of composition C7H11NO in a non-equilibrium geometry, with wB97M-V/def2-TZVPD.

Structure (XYZ):
```
20
Properties=species:S:1:pos:R:3:forces:R:3
C 1.2327 -0.3496 0.3454 -0.928 -0.060 1.534
C -2.8315 0.9079 0.3878 0.047 0.216 0.065
C 1.6146 -1.7814 0.5367 0.366 -0.001 0.218
C 1.0130 0.4835 1.4711 1.346 -0.236 -0.986
N -1.4236 0.5839 0.2608 0.857 -0.155 0.684
C -0.9798 0.2005 -0.9072 1.479 0.711 0.118
C 0.6632 -0.0081 -0.9159 -0.736 0.782 -0.622
C 1.2752 0.2326 -2.0696 -0.068 -0.066 0.246
O -1.4944 0.0958 -2.0099 -0.342 -0.326 0.098
H -2.9772 1.9918 0.3388 -0.084 -0.063 0.055
H -3.2226 0.5419 1.3391 0.046 0.067 -0.022
H -3.4089 0.4581 -0.4262 0.173 0.002 0.031
H 0.7266 -2.3592 0.8098 -0.071 0.046 -0.074
H 2.0264 -2.2164 -0.3719 -0.068 0.052 -0.071
H 2.3342 -1.8843 1.3496 -0.052 -0.021 0.009
H 1.3539 1.5085 1.3403 -0.461 0.291 -0.210
H 1.3546 0.0990 2.4268 -0.304 -0.158 0.062
H -0.2997 0.7735 1.1905 -1.170 -0.943 -1.139
H 0.6899 0.4839 -2.9420 -0.093 -0.056 -0.002
H 2.3533 0.2380 -2.1540 0.064 -0.082 0.007
```
Forces are in eV/Å.

Gap between HOMO and LUMO (alpha / beta) (eV): 8.1 / 8.1
Lowest unoccupied orbital energy (alpha / beta) (eV): -0.62 / -0.62
F_max (Eh/bohr): 0.0367
E (Ha): -403.202856
HOMO (alpha / beta) (hartree): -0.3221 / -0.3221

3.
Computed, not measured: a cluster of 9 separate species, C16H54N4O9 in total in a non-equilibrium geometry, with wB97M-V/def2-TZVPD.

Structure (XYZ):
```
83
Properties=species:S:1:pos:R:3:forces:R:3
C 2.4247 6.5434 -2.0064 0.221 0.924 0.190
C 1.5525 5.5982 -2.7583 -1.189 -0.617 0.751
C 0.6042 4.7865 -1.7721 1.745 1.033 0.419
O 1.3113 4.1661 -0.6648 -0.240 -0.068 -0.900
C 2.0922 3.0310 -1.0857 -0.260 1.186 0.169
N 0.7753 6.4251 -3.6809 -0.350 -0.922 -0.797
H 3.1646 6.1143 -1.3437 0.114 -0.301 -0.015
H 1.7922 7.1880 -1.3980 -0.071 0.158 0.219
H 2.8891 7.1906 -2.7562 0.264 -0.076 0.237
H 2.1905 4.9320 -3.3217 -0.021 -0.347 -0.414
H -0.0192 4.0584 -2.2678 -0.156 -0.331 -0.431
H -0.0191 5.5817 -1.3538 -0.136 -0.312 0.313
H 3.0807 3.3583 -1.4446 -0.230 -0.103 -0.154
H 1.5376 2.5295 -1.8818 0.214 -0.387 0.022
H 2.2611 2.4038 -0.2128 -0.235 -0.136 -0.050
H 0.1522 5.8345 -4.2545 0.258 0.737 0.531
H 0.2643 7.1757 -3.2157 0.036 -0.492 -0.088
C -4.9635 -1.3200 -0.8279 0.662 -0.581 0.774
C -3.9205 -2.2875 -1.4398 -0.612 0.847 -0.778
C -4.5248 -2.9082 -2.7570 0.817 1.201 -0.684
O -3.5291 -3.7428 -3.4263 -1.258 0.592 0.930
C -3.6723 -3.8701 -4.8208 0.928 -0.661 -0.687
N -2.7036 -1.5750 -1.7161 0.845 0.566 -0.068
H -4.6770 -0.9113 0.1819 0.230 -0.322 -1.101
H -5.8301 -1.9386 -0.6023 -0.517 0.305 -0.316
H -5.1392 -0.5040 -1.5163 -0.375 0.182 -0.026
H -3.8000 -3.0378 -0.6759 0.138 -0.997 0.037
H -4.7629 -2.0770 -3.5728 -0.010 -1.367 2.056
H -5.4151 -3.4671 -2.3776 0.403 0.121 -1.003
H -3.5920 -2.9002 -5.4041 -0.060 -0.929 0.796
H -4.5302 -4.4583 -5.1912 -0.367 0.553 0.554
H -2.8427 -4.5663 -5.0641 -0.104 0.797 -0.285
H -1.9410 -2.1490 -2.0716 -0.421 -0.055 0.196
H -2.3686 -1.0271 -0.9149 -0.277 -0.245 -0.518
C -2.3434 -3.7415 1.9422 -1.199 -0.538 -1.027
C -1.2056 -2.8476 2.1731 2.668 -0.456 0.018
C -1.5161 -1.6601 3.0084 -0.570 -0.450 -0.781
O -2.3906 -0.8519 2.2091 0.188 0.115 1.105
C -2.9856 0.1370 3.0476 -0.051 0.578 -0.634
N -0.1513 -3.6162 2.8620 -0.255 -1.322 -0.150
H -3.1143 -3.1922 1.3714 0.182 -0.482 0.273
H -2.7386 -4.0817 2.8861 -0.304 -0.113 0.378
H -2.0294 -4.6389 1.3815 -0.202 0.386 0.058
H -0.7599 -2.5399 1.2262 -0.412 0.533 -0.369
H -0.5715 -1.1746 3.2525 -0.037 0.565 0.148
H -1.9922 -2.0011 3.9236 -0.231 0.157 0.273
H -3.3734 0.9237 2.3752 0.065 -0.351 0.441
H -2.1756 0.5412 3.6532 -0.201 0.399 0.306
H -3.7881 -0.2521 3.6992 0.328 -0.066 -0.332
H 0.1690 -4.3458 2.2115 -0.163 0.349 0.528
H 0.6754 -3.1047 3.1055 0.239 0.597 -0.085
C 2.7652 -1.4510 4.1529 0.684 -0.570 -0.278
C 3.1184 -0.3457 3.1961 0.379 -0.294 -0.674
C 4.6014 -0.3319 2.8732 0.039 0.203 0.748
O 4.7936 0.8025 2.0757 1.138 -0.011 -1.144
C 6.0522 0.7721 1.3884 -0.747 -0.838 -0.512
N 2.4143 -0.4848 1.8851 -0.300 0.797 0.909
H 1.7040 -1.5165 4.2712 -0.719 -0.224 0.030
H 3.1814 -1.2625 5.1348 0.149 0.160 0.207
H 3.1919 -2.3990 3.8147 -0.299 -0.171 -0.025
H 2.8542 0.5529 3.7627 -0.032 0.436 -0.835
H 4.9252 -1.2796 2.4009 -0.301 0.309 -0.213
H 5.2225 -0.2087 3.7575 0.092 -0.142 0.516
H 6.8835 0.6098 2.0751 0.091 0.415 0.151
H 6.1098 1.6906 0.8138 0.286 0.157 0.216
H 6.1122 -0.0753 0.6532 -0.319 0.493 0.529
H 2.8878 0.0302 1.1298 -0.193 -0.103 0.728
H 2.4512 -1.4464 1.5990 0.014 -0.628 -0.105
O -0.5795 1.9302 -3.9459 -0.125 -0.925 0.171
H 0.0291 1.1718 -3.8839 -0.174 0.535 -0.094
H -1.4420 1.4786 -3.9246 0.243 0.352 -0.006
O -0.0867 0.4520 1.2480 -0.278 -0.023 0.400
H 0.7248 0.0942 1.7118 -0.150 0.146 -0.071
H -0.9077 0.0472 1.6011 0.430 0.006 -0.133
O -1.9814 1.2628 -0.5597 -0.018 -0.418 0.507
H -1.1942 1.1803 0.0039 -0.067 0.118 -0.029
H -1.7392 1.9164 -1.2031 0.104 0.524 -0.551
O 2.4957 -3.1493 0.2374 0.359 -0.722 -0.037
H 2.8416 -3.9038 -0.2628 -0.097 0.248 0.314
H 2.1365 -2.5634 -0.4314 -0.367 0.575 -0.204
O 1.2090 -0.7319 -0.7158 0.890 -0.970 -0.524
H 1.0588 -0.2268 -1.5014 -0.080 0.355 -0.747
H 0.6157 -0.3452 -0.0701 -0.665 0.354 0.726
```
Forces are in eV/Å.

Gap between HOMO and LUMO (eV): 8.9
Lowest unoccupied orbital energy (eV): 0.28
F_max (Eh/bohr): 0.0526
E (Ha): -1538.094447
HOMO (hartree): -0.3170